Record 1
The following is a DFT calculation (ωB97M-V/def2-TZVPD) of 15 unconnected molecules or ions with the total composition C60H134O22 at a distorted geometry.

The geometry in ORCA input format:
```
! RIJCOSX wB97M-V def2-TZVPD def2/J DEFGRID3
* xyz 0 1
C -18.29939 12.30984 21.00899
O -19.51344 12.00010 21.64154
C -19.45859 10.83379 22.34109
C -18.54708 10.77510 23.57790
O -19.25909 11.34432 24.63567
C -18.65354 11.33273 25.89778
H -18.47942 13.22430 20.41752
H -18.00206 11.44750 20.40352
H -17.45727 12.30691 21.66289
H -19.06004 10.00682 21.73110
H -20.46506 10.60583 22.63545
H -17.64831 11.37252 23.40481
H -18.28040 9.71009 23.70266
H -17.73875 11.89861 25.88994
H -18.42608 10.29755 26.25091
H -19.30063 11.84866 26.53591
C -11.20648 10.80093 19.39197
O -11.85242 11.52089 18.37004
C -12.35215 10.66224 17.35741
C -13.27977 11.37243 16.37472
O -14.58813 11.75736 16.83137
C -15.36039 12.24471 15.76233
H -11.78057 9.85719 19.48296
H -11.35510 11.43960 20.30674
H -10.14733 10.74451 19.18173
H -12.89320 9.84177 17.80523
H -11.47370 10.29729 16.81215
H -13.39340 10.71454 15.48379
H -12.80716 12.28744 15.98446
H -14.73761 12.88744 15.09443
H -16.18351 12.79404 16.21832
H -15.77063 11.45555 15.11070
C -6.77561 13.54129 23.37502
O -7.86792 14.07395 22.67555
C -7.99470 13.54256 21.33825
C -9.08679 14.30602 20.56948
O -10.41272 13.99199 20.93379
C -10.86961 14.44242 22.21577
H -6.79339 13.79304 24.39015
H -5.78742 13.85615 23.03938
H -6.82849 12.42797 23.26612
H -8.27715 12.46123 21.31428
H -7.00665 13.66166 20.86921
H -9.05858 13.95443 19.46510
H -8.97677 15.37532 20.65300
H -10.24847 15.28841 22.59983
H -10.86111 13.71701 23.00802
H -11.88010 14.85889 22.06647
C -18.33087 15.85075 23.83000
O -17.40192 15.40099 24.83071
C -17.87602 15.38846 26.16957
C -17.11414 14.51723 27.15513
O -15.85151 15.14051 27.42802
C -15.19689 14.45547 28.56131
H -18.50012 16.92188 23.97843
H -19.26512 15.30500 23.87218
H -17.84597 15.75891 22.87986
H -18.90551 14.96797 26.14736
H -17.92414 16.44270 26.54962
H -16.97520 13.59809 26.62145
H -17.73087 14.47441 28.06120
H -14.79291 13.49162 28.25077
H -15.88187 14.31700 29.36884
H -14.34304 15.06683 28.88442
C -9.69068 6.42033 20.43807
O -9.97985 5.84945 21.68329
C -11.35759 5.83092 21.96017
C -11.57125 5.21298 23.30194
O -11.43815 6.21105 24.33596
C -12.52832 7.07562 24.35867
H -8.59090 6.59248 20.36344
H -10.26487 7.29784 20.15029
H -9.99639 5.74785 19.65796
H -11.83257 5.19080 21.26000
H -11.79340 6.80879 21.91388
H -10.75421 4.59546 23.54357
H -12.50869 4.63444 23.43042
H -12.57802 7.61484 25.29930
H -13.48098 6.51260 24.28323
H -12.44301 7.89385 23.60340
C -15.92725 5.97967 17.96921
O -14.86945 6.87774 17.79350
C -14.44100 7.67823 18.93095
C -15.20469 9.01856 19.02915
O -16.49328 8.87262 19.57231
C -16.47763 8.77470 21.00509
H -16.88371 6.45776 18.26527
H -15.75755 5.28378 18.75815
H -16.07435 5.48005 17.06415
H -13.40028 7.95412 18.73978
H -14.63612 7.11134 19.82603
H -15.27653 9.42741 18.01873
H -14.62354 9.80410 19.54659
H -17.41057 8.21595 21.19247
H -16.36685 9.74914 21.39403
H -15.67906 8.12741 21.36413
C -13.70341 10.54217 23.30446
O -14.94504 11.16333 23.63944
C -14.92678 12.57512 23.96018
C -14.07564 12.89044 25.17818
O -12.74710 12.96702 24.74327
C -11.91515 13.42133 25.77293
H -13.18530 11.01997 22.45266
H -13.98475 9.49890 23.01132
H -12.98057 10.51423 24.05888
H -15.97130 12.88144 24.17747
H -14.55287 13.24491 23.16787
H -14.07509 12.14872 26.04122
H -14.44046 13.81184 25.58423
H -12.01166 12.71546 26.60459
H -12.20476 14.37597 26.15178
H -10.83340 13.45271 25.47855
C -15.88545 10.27879 30.24737
C -15.81900 9.23751 29.08158
C -14.80472 9.90113 28.13131
O -14.49656 11.21602 28.61928
C -14.63178 11.07878 30.06181
H -15.98643 9.84831 31.21406
H -16.77382 10.98254 30.04895
H -16.75269 8.91785 28.57466
H -15.34553 8.24184 29.30967
H -15.22414 10.02749 27.12151
H -13.93812 9.30223 28.10863
H -14.76365 12.03670 30.45183
H -13.74470 10.62394 30.55088
C -12.69358 16.70552 24.20686
C -13.83491 16.99688 25.18596
C -13.14807 17.18329 26.55219
O -11.74939 17.07470 26.33023
C -11.57411 17.42197 24.96104
H -12.87327 17.17892 23.24828
H -12.44907 15.60260 23.99440
H -14.57178 16.18916 25.40469
H -14.39815 17.88521 24.86955
H -13.53893 16.56916 27.35309
H -13.24282 18.24561 26.84798
H -10.57143 17.21577 24.61639
H -11.60574 18.53516 24.87159
C -13.18430 4.63831 28.95025
C -14.09753 4.15298 27.85196
C -14.81272 5.44333 27.41363
O -14.04003 6.53607 27.87299
C -13.66197 6.05917 29.18924
H -12.16097 4.70015 28.60377
H -13.10989 4.06608 29.85846
H -14.70405 3.32006 28.19057
H -13.46035 3.85442 26.98906
H -15.78612 5.47714 27.93886
H -14.89662 5.44065 26.32554
H -14.49796 6.10278 29.90434
H -12.87229 6.72310 29.58267
C -6.68627 14.03197 28.48781
C -7.60907 15.27563 28.71665
C -8.50158 15.23791 27.49271
O -7.82501 14.48682 26.42812
C -7.18742 13.44175 27.12899
H -6.68024 13.39139 29.35571
H -5.73128 14.43416 28.46541
H -7.08181 16.21730 28.68579
H -8.22227 15.32887 29.59433
H -8.65609 16.17839 27.06564
H -9.42792 14.66702 27.74152
H -6.39553 12.93758 26.55879
H -7.99639 12.73437 27.32854
C -10.26795 13.55543 31.40692
C -10.49147 12.66801 30.13295
C -11.62800 13.46606 29.41130
O -12.24759 14.25876 30.39175
C -11.62182 14.30407 31.64004
H -9.47012 14.22429 31.19801
H -10.03426 12.90440 32.21612
H -10.78005 11.60511 30.20905
H -9.52381 12.63476 29.63352
H -12.33750 12.76734 29.01106
H -11.24818 14.11000 28.59407
H -12.20656 13.76001 32.40706
H -11.56911 15.36382 31.90104
C -8.71550 9.22163 23.27185
C -9.97626 9.98686 23.49484
C -9.66941 10.62247 24.85330
O -8.86653 9.68722 25.51949
C -8.54863 8.57377 24.67781
H -7.88797 9.85494 23.04549
H -8.72362 8.50093 22.44749
H -10.90139 9.42950 23.55986
H -10.12113 10.75240 22.73870
H -10.52305 10.83351 25.51374
H -9.13069 11.56817 24.74061
H -9.24409 7.72041 24.71175
H -7.48938 8.22492 24.94484
C -13.45968 14.42894 18.73483
C -13.69825 15.95342 18.93502
C -15.04554 16.08115 19.62785
O -15.61140 14.72448 19.66509
C -14.52102 13.77786 19.64576
H -12.39619 14.19097 18.93781
H -13.65350 14.26678 17.68272
H -13.68279 16.44480 17.94020
H -12.85628 16.38594 19.53903
H -15.72423 16.68183 19.01616
H -14.83403 16.42199 20.61643
H -14.90821 12.81326 19.21650
H -14.10720 13.62105 20.64206
C -11.11428 9.21572 28.34569
C -11.00592 7.99602 27.37634
C -10.06374 7.05180 28.15582
O -10.30320 7.29303 29.55436
C -10.71870 8.61219 29.73206
H -12.07199 9.73409 28.43416
H -10.39110 9.97131 28.02126
H -10.56152 8.35904 26.42996
H -11.98897 7.53717 27.18516
H -9.00929 7.28591 27.85345
H -10.21809 5.98878 28.00376
H -10.05754 9.24532 30.27176
H -11.58253 8.52413 30.40809
*
```

Results
LUMO energy (eV): 0.5

=====

Record 2
The following is a DFT calculation (ωB97M-V/def2-TZVPD) of 13 unconnected molecules or ions with the total composition C60H157N11O20 at a distorted geometry.

The geometry in ORCA input format:
```
! RIJCOSX wB97M-V def2-TZVPD def2/J DEFGRID3
* xyz 0 1
C 0.51567 -8.71472 7.99842
O -0.15717 -8.78012 9.24522
H 1.13111 -9.56659 7.70916
H -0.08821 -8.74284 7.09142
H 1.19483 -7.86695 7.90822
H 0.49089 -8.89585 9.94394
C -4.22211 2.86646 -11.56027
O -3.92038 4.28888 -11.51333
H -4.02950 2.38110 -12.51704
H -3.48726 2.27242 -11.01694
H -5.27206 2.73703 -11.29767
H -3.81617 4.71740 -10.66062
C 8.46452 13.20946 0.47680
O 7.76132 12.37677 -0.46517
C 8.08998 11.07729 -0.18350
C 7.25830 10.09892 -1.10446
N 7.74140 8.76311 -1.33427
C 7.91472 7.98437 -0.18644
C 6.60892 7.46292 0.49910
O 5.57077 7.38709 -0.51071
C 4.30368 6.85689 0.04069
H 7.96181 13.19227 1.44380
H 8.62356 14.20725 0.06788
H 9.47086 12.84895 0.68988
H 8.12529 10.84663 0.88123
H 9.09360 10.91771 -0.57767
H 7.09328 10.54786 -2.08391
H 6.34393 10.12655 -0.51179
H 6.97853 8.26006 -1.76448
H 8.61539 8.47079 0.49221
H 8.37089 7.10584 -0.64273
H 6.17719 8.20868 1.16660
H 6.90453 6.55900 1.03168
H 3.49996 7.27283 -0.56687
H 4.04482 7.01631 1.08744
H 4.18144 5.77386 0.05456
C -3.31684 4.26272 6.53859
O -3.38087 5.41250 5.75889
C -3.10702 5.23435 4.36878
C -3.23859 6.38157 3.43442
N -2.04318 7.29334 3.37589
C -2.28363 8.37759 2.40625
C -1.01758 9.25253 2.23102
O -0.56282 9.84270 3.37948
C -0.52435 11.26621 3.52459
H -3.67798 4.48414 7.54291
H -2.33619 3.79379 6.61940
H -3.93815 3.47712 6.10858
H -3.87646 4.50469 4.11649
H -2.15897 4.72908 4.18440
H -4.19891 6.86976 3.60043
H -3.42820 5.96225 2.44633
H -1.90818 7.67881 4.29962
H -3.03918 9.03717 2.83310
H -2.59099 8.08038 1.40360
H -1.21968 9.97662 1.44176
H -0.16273 8.72768 1.80455
H -1.48012 11.78036 3.42322
H 0.16799 11.73233 2.82353
H -0.01941 11.47820 4.46703
C -1.94667 4.59480 -7.40723
O -3.23556 4.38493 -6.86917
C -3.66209 5.58280 -6.14604
C -5.11483 5.47104 -5.89931
N -5.80075 5.61443 -7.08090
C -7.13661 6.00205 -6.77609
C -7.85832 4.70248 -6.21949
O -7.68487 3.59065 -7.20580
C -8.13261 2.33606 -6.59962
H -1.26545 4.98588 -6.65152
H -1.81487 5.33559 -8.19587
H -1.55392 3.61609 -7.68288
H -3.38898 6.49962 -6.66849
H -3.29750 5.57689 -5.11884
H -5.46701 6.16346 -5.13469
H -5.24648 4.50821 -5.40562
H -5.93624 4.71321 -7.51628
H -7.65483 6.28442 -7.69251
H -7.33767 6.74306 -6.00242
H -8.85654 5.09217 -6.02003
H -7.44977 4.41373 -5.25108
H -8.06644 2.28699 -5.51273
H -7.51347 1.52086 -6.97407
H -9.12280 2.08774 -6.98165
C -1.67956 -9.84640 -10.56378
O -1.75968 -8.44487 -10.72328
C -0.84764 -7.89820 -11.72827
C -1.00158 -6.38133 -11.71583
N -0.17124 -5.61420 -12.60241
C -0.33185 -4.17726 -12.32107
C 0.32334 -3.21518 -13.33549
O -0.19466 -1.93535 -12.89467
C 0.16934 -0.73302 -13.57416
H -2.45229 -10.39473 -11.10260
H -1.93540 -10.16850 -9.55438
H -0.69632 -10.27516 -10.75741
H -0.91231 -8.29565 -12.74117
H 0.15086 -8.17866 -11.39297
H -0.87000 -5.96608 -10.71665
H -2.03119 -6.07091 -11.89371
H 0.75371 -5.95390 -12.38068
H 0.09212 -3.80030 -11.39034
H -1.38229 -3.88824 -12.35502
H -0.12445 -3.42493 -14.30687
H 1.41252 -3.17393 -13.34432
H -0.28695 0.19287 -13.22398
H -0.22435 -0.88132 -14.57971
H 1.17333 -0.31980 -13.47749
C -13.87773 -3.55513 1.86640
O -12.59412 -4.26124 1.99231
C -11.74032 -4.48932 0.87368
C -10.26380 -4.75472 1.22864
N -10.11548 -5.87567 2.19774
C -8.75109 -5.97414 2.71859
C -8.83873 -6.92261 3.90858
O -9.76549 -6.65254 4.85473
C -9.43536 -5.77102 5.93461
H -14.40569 -3.31766 2.78996
H -14.52767 -4.28748 1.38750
H -13.76432 -2.83565 1.05549
H -11.74881 -3.73380 0.08805
H -12.16905 -5.28464 0.26397
H -9.93408 -3.82266 1.68760
H -9.71159 -4.93888 0.30709
H -10.73465 -5.75714 2.98683
H -8.41090 -4.99258 3.04860
H -8.07846 -6.48147 2.02701
H -7.84770 -7.17962 4.28262
H -9.11642 -7.90012 3.51430
H -8.44886 -5.86815 6.38790
H -10.06507 -5.76665 6.82430
H -9.41752 -4.75446 5.54168
C -3.37006 -3.34620 -4.39043
O -2.04983 -2.82105 -4.06219
C -2.00600 -1.45895 -3.74305
C -2.47309 -1.10817 -2.26353
N -2.39972 -2.26118 -1.34742
C -1.88426 -1.79622 -0.06447
C -1.93052 -2.78431 1.12090
O -2.86399 -2.40286 2.16297
C -2.81824 -3.09578 3.40394
H -3.93661 -3.43430 -3.46342
H -3.16105 -4.36926 -4.70312
H -3.90225 -2.94661 -5.25369
H -2.40614 -0.95511 -4.62290
H -0.93774 -1.24243 -3.74925
H -3.52569 -0.84717 -2.15402
H -1.89574 -0.26750 -1.87876
H -1.70945 -2.87200 -1.76036
H -2.46583 -0.95930 0.32210
H -0.88679 -1.46566 -0.35411
H -0.95574 -2.91391 1.59113
H -2.13661 -3.78037 0.72910
H -3.47899 -2.62663 4.13291
H -1.86098 -2.96389 3.90827
H -2.92861 -4.16728 3.23719
C -5.29160 -0.40491 17.15397
O -4.32525 -0.51482 18.18537
C -3.32226 0.52786 18.05635
C -2.59758 0.74182 16.72736
N -2.05826 -0.43578 16.13926
C -0.55903 -0.52807 16.32656
C -0.03553 -1.79540 15.69638
O -0.26141 -1.75718 14.27402
C 0.09177 -2.89026 13.49958
H -5.97073 -1.25745 17.16072
H -4.70135 -0.62971 16.26562
H -5.79248 0.56042 17.08074
H -2.60413 0.25923 18.83109
H -3.69993 1.48489 18.41632
H -1.77381 1.45557 16.73502
H -3.44813 1.14163 16.17525
H -2.24361 -0.56355 15.15467
H -0.32689 -0.52303 17.39154
H 0.10865 0.27860 16.02394
H -0.55106 -2.64710 16.14015
H 1.02215 -1.90985 15.93370
H -0.66631 -3.65614 13.66338
H 1.03992 -3.24228 13.90603
H 0.22456 -2.84802 12.41852
C 7.23932 -1.90377 0.92749
C 8.30854 -2.77346 0.19226
C 9.50157 -1.91657 -0.33474
O 10.50857 -2.71144 -0.94612
C 11.35946 -2.01385 -1.83288
N 8.60579 -3.73709 1.29994
H 6.95361 -1.04827 0.31546
H 7.35710 -1.50783 1.93618
H 6.26100 -2.38436 0.93361
H 7.92337 -3.40742 -0.60639
H 9.90713 -1.46450 0.57038
H 9.20373 -1.08938 -0.97906
H 11.95672 -1.22900 -1.36877
H 10.75575 -1.59806 -2.63957
H 11.95093 -2.82143 -2.26425
H 9.36272 -4.38626 1.13951
H 8.81429 -3.37024 2.21758
C 7.11181 2.88408 8.60573
C 5.77182 3.64618 8.34403
C 4.60611 2.67048 8.36929
O 4.63209 1.71356 7.31565
C 3.57315 0.72373 7.41410
N 5.76885 4.65580 9.37926
H 7.26660 2.26530 7.72184
H 6.93455 2.30912 9.51464
H 7.99070 3.49074 8.82393
H 5.99683 4.18297 7.42244
H 3.72432 3.27502 8.15697
H 4.61862 2.28777 9.38982
H 3.56336 0.20294 8.37159
H 3.65644 -0.14902 6.76644
H 2.60872 1.15541 7.14644
H 4.81652 4.99212 9.37144
H 6.09763 4.34041 10.28066
C 2.71018 -8.70223 -4.79399
C 3.34135 -9.12894 -3.41831
C 4.38072 -10.24381 -3.58098
O 4.88543 -10.54604 -2.26865
C 5.43332 -11.84797 -2.25651
N 3.98253 -7.94331 -2.87650
H 2.45191 -7.64657 -4.71049
H 1.74329 -9.15070 -5.02226
H 3.28412 -8.92790 -5.69275
H 2.67045 -9.44401 -2.61911
H 5.26388 -10.10411 -4.20438
H 3.85319 -11.10686 -3.98714
H 5.66236 -12.03507 -1.20740
H 6.40715 -12.00049 -2.72179
H 4.78134 -12.65007 -2.60245
H 4.55315 -8.18674 -2.07948
H 4.71779 -7.72414 -3.53335
C 5.01960 0.67616 -6.38329
C 5.13332 -0.04754 -7.80979
C 6.65250 0.07115 -8.17163
O 7.23615 1.29602 -8.58649
C 6.84443 1.84507 -9.79355
N 4.75452 -1.43939 -7.63985
H 5.32063 1.71051 -6.54944
H 5.69392 0.23500 -5.64927
H 4.05089 0.44917 -5.93811
H 4.44996 0.45602 -8.49356
H 6.92504 -0.60585 -8.98125
H 7.22149 -0.33521 -7.33543
H 6.78206 1.04053 -10.52630
H 7.48506 2.69634 -10.02383
H 5.84747 2.24600 -9.61076
H 3.96460 -1.45090 -7.01058
H 4.45280 -1.68747 -8.57126
*
```

Results
Energy above the lowest of the compared OMol25 structures with the same formula, charge and spin (kJ/mol): 886.0
LUMO energy (eV): 0.3

=====

Question: Which of these has the highest LUMO energy?
Answer: C60H134O22